A molecular structure, C29H42AsF14O8S5 in a non-equilibrium geometry. Source: the OMol25 dataset; level of theory: ωB97M-V with the def2-TZVPD basis set.

Structure (XYZ):
```
99
Properties=species:S:1:pos:R:3
As -4.23177 -1.00804 -1.13932
F -3.46864 -0.59245 -2.70762
F -3.34264 -2.58893 -1.03784
F -5.01673 -1.41549 0.45345
F -5.15879 0.52300 -1.22645
F -5.50926 -1.84791 -2.01793
F -2.95090 -0.23395 -0.18356
C 3.50704 6.58132 1.07346
C 3.10354 7.89657 0.52709
C 2.28929 7.73954 -0.78427
F 2.88147 7.12246 -1.78053
F 1.11538 7.31666 -0.61662
F 2.33121 8.58760 1.35694
F 4.16659 8.70064 0.34133
O 2.38919 5.73949 1.13156
C 2.18945 5.05632 2.40396
C 0.83084 4.20822 2.31207
F 0.38212 3.70872 3.47958
F -0.32149 4.86647 1.82141
F 3.23559 4.25846 2.56448
F 2.23546 5.95756 3.48559
H 4.04030 6.71395 2.01481
H 4.28986 6.30991 0.36520
H 2.29904 8.79079 -1.07215
H 0.83609 3.33701 1.65704
C -2.02236 5.31847 -5.91632
S -3.32992 5.33240 -4.57573
O -3.86602 6.69730 -4.17275
C -2.16208 4.62466 -3.33351
H -1.49725 4.36469 -5.86478
H -1.31329 6.10494 -5.65792
H -2.47890 5.58492 -6.86957
H -1.13070 4.62899 -3.68612
H -2.45757 3.62430 -3.01717
H -2.39046 5.34392 -2.54700
C -0.43749 -1.44516 -7.34239
S -0.21754 -3.02552 -8.22310
O 0.69018 -2.68360 -9.44685
C 0.87852 -3.76150 -6.89262
H 0.50295 -0.90440 -7.23633
H -0.89416 -1.71936 -6.39140
H -1.15913 -0.89369 -7.94506
H 0.66819 -3.23294 -5.96284
H 1.83283 -3.27759 -7.10052
H 1.12013 -4.81364 -7.04330
C 0.24190 -8.60516 -0.56966
S 0.38638 -7.19980 -1.79056
O 1.14182 -7.61215 -3.02912
C -1.40657 -7.28030 -2.23031
H 1.14285 -9.17640 -0.34587
H -0.33390 -9.45538 -0.93530
H -0.27044 -8.34031 0.35525
H -1.75034 -6.60356 -3.01257
H -1.84098 -7.09636 -1.24768
H -1.86433 -8.25180 -2.41673
C -5.51439 -3.29980 5.56917
S -4.65154 -4.95269 5.29677
O -5.39214 -5.44785 4.10156
C -3.10230 -4.18340 4.55844
H -5.26307 -2.53417 4.83517
H -5.18696 -2.81549 6.48913
H -6.59883 -3.40816 5.55074
H -2.37639 -4.98550 4.42500
H -2.71346 -3.53957 5.34735
H -3.43611 -3.68320 3.64934
C -5.91379 2.45515 4.75760
S -6.94892 3.49727 3.60834
O -7.78483 4.36521 4.52828
C -7.99059 2.11695 3.13259
H -6.61920 1.94063 5.41010
H -5.29235 3.17372 5.29198
H -5.32162 1.64621 4.32974
H -7.62731 1.32600 2.47644
H -8.65379 2.46685 2.34149
H -8.58936 1.57483 3.86449
C 3.85874 0.96362 -1.03078
C 2.73216 0.08469 -0.79241
C 2.85579 -1.01187 0.00624
C 4.08954 -1.25128 0.65897
C 5.14791 -0.33845 0.60677
C 5.00234 0.73904 -0.29961
C 6.52802 -0.58423 1.29625
O 7.47204 0.24968 1.21424
C 6.60846 -1.97049 1.95136
C 7.82645 -2.41156 2.56358
C 7.81071 -3.45549 3.50361
C 6.62961 -4.05662 3.90347
C 5.50654 -3.78598 3.12667
C 5.52098 -2.76167 2.15307
C 4.21735 -2.50384 1.36775
O 3.29228 -3.31211 1.40660
H 3.83068 1.88084 -1.60027
H 1.86253 0.45964 -1.31158
H 2.08538 -1.76803 0.03911
H 5.75397 1.44197 -0.62724
H 8.64559 -1.73292 2.37685
H 8.78875 -3.56415 3.94862
H 6.47791 -4.80099 4.67113
H 4.52845 -4.19626 3.33019
```

Computed properties:
**HOMO-LUMO gap**: 7.11 eV
**Molar mass**: 1019.9 g mol⁻¹
**DFT total energy**: -7356.89137 a.u.
**LUMO level**: -0.0026 hartree
**Relative energy (zero: lowest compared OMol25 entry of this formula, charge and spin)**: 14.8 kcal/mol
**Charge**: -1

---

2 unconnected molecules or ions with the total composition C27H35BO5S in a non-equilibrium geometry. Source: the OMol25 dataset; level of theory: ωB97M-V with the def2-TZVPD basis set.

Structure (XYZ):
```
69
Properties=species:S:1:pos:R:3
C 2.94220 -4.56162 -3.31508
O 1.90926 -4.74321 -2.30500
C 1.72895 -3.78330 -1.36540
C 0.59521 -3.89744 -0.50416
C 0.19366 -2.79840 0.20997
C 0.80701 -1.47779 -0.05488
C 0.29230 -0.34567 0.86359
O 1.07523 -0.10942 1.86257
C 1.99951 -0.97425 2.56904
C 2.23302 -1.58357 -0.48656
C 2.62418 -2.68551 -1.19376
H 2.86814 -5.45385 -3.93610
H 2.74773 -3.66570 -3.92501
H 3.94077 -4.51247 -2.86224
H 0.03103 -4.84345 -0.46663
H -0.62086 -2.83827 0.93282
H -0.80696 -0.25367 0.97084
H 2.70648 -0.32523 3.07536
H 1.42435 -1.53137 3.31419
H 2.50129 -1.65346 1.89109
H 2.94879 -0.78972 -0.25076
H 3.64196 -2.74828 -1.63184
C 4.18481 3.04785 4.95003
O 2.96163 2.39453 5.36752
C 1.93612 2.30691 4.48251
C 0.79526 1.56956 4.91780
C -0.24788 1.33775 4.05027
C -0.25257 1.93659 2.76906
B 0.06910 -1.48416 -1.56946
C -1.34157 1.88722 1.84958
C -1.52912 2.93053 0.89433
C -2.86533 3.35410 0.72967
C -3.76800 2.56416 1.43290
C -5.22887 2.77466 1.49751
S -2.95993 1.29141 2.28857
O 0.57273 -0.73049 -2.58620
C -0.58390 -0.27210 -3.37284
C -0.60302 1.25006 -3.43571
C -0.22614 -0.74353 -4.77085
C -1.83721 -0.96825 -2.64897
C -2.96666 -0.06670 -2.17045
C -2.38698 -2.15164 -3.44685
O -1.30443 -1.53976 -1.42491
C 0.91524 2.61855 2.33776
C 1.96680 2.87296 3.18718
H 4.76685 3.08065 5.87117
H 4.70432 2.44945 4.18448
H 3.99751 4.06276 4.56535
H 0.82072 1.15688 5.92797
H -1.07802 0.68323 4.33839
H -0.71293 3.46209 0.42231
H -3.16363 4.18676 0.09430
H -5.47779 3.72823 1.01782
H -5.77864 1.96656 0.99702
H -5.52018 2.79833 2.55430
H -1.34929 1.57524 -4.18157
H -0.80585 1.75659 -2.48243
H 0.37712 1.58764 -3.79753
H -1.10783 -0.85850 -5.40672
H 0.43454 0.01227 -5.19162
H 0.34540 -1.67516 -4.71234
H -3.49551 0.37524 -3.02951
H -3.67553 -0.66835 -1.57713
H -2.62044 0.73720 -1.50072
H -2.84569 -1.81237 -4.38418
H -1.59706 -2.88947 -3.68381
H -3.13686 -2.69201 -2.84410
H 1.00510 2.93631 1.30544
H 2.83036 3.43589 2.79260
```

Computed properties:
**HOMO-LUMO gap**: 4.66 eV
**Molar mass**: 482.5 g mol⁻¹
**DFT total energy**: -1848.87651 a.u.
**LUMO level**: -0.0047 hartree
**Relative energy (zero: lowest compared OMol25 entry of this formula, charge and spin)**: 36.9 kcal/mol

---

A molecular structure, C21H21N2O3PdS. Source: the OMol25 dataset; level of theory: ωB97M-V with the def2-TZVPD basis set.

Structure (XYZ):
```
49
Properties=species:S:1:pos:R:3
Pd 0.24123 -0.18417 0.76577
C -2.18866 -2.29246 -0.37817
O -1.78151 -0.93397 -0.16452
C -2.73952 -0.01157 0.13708
C -4.08984 -0.31642 0.19198
C -5.00175 0.68435 0.49151
C -4.58397 1.98853 0.73983
C -3.24232 2.29187 0.69399
C -2.29992 1.30152 0.39605
N -0.91288 1.53021 0.37028
N -0.59667 2.74900 0.65007
C 0.67946 3.13837 0.81126
C 1.90515 2.28910 0.83354
O 1.91800 1.09133 0.50498
C 3.16528 2.90925 1.19531
C 3.24302 4.22159 1.44341
C 2.09557 5.10266 1.34171
C 2.24527 6.46822 1.55736
C 1.16391 7.32128 1.43294
C -0.08412 6.80848 1.08541
C -0.25004 5.45384 0.87936
C 0.83513 4.57449 1.00968
H -2.88302 -2.34912 -1.21497
H -2.64575 -2.69991 0.52393
H -1.28106 -2.83586 -0.61805
H -4.43986 -1.31880 -0.00140
H -6.05480 0.43846 0.52923
H -5.30634 2.75767 0.97410
H -2.89061 3.29127 0.89577
H 4.02817 2.25915 1.23211
H 4.19619 4.66402 1.71024
H 3.22257 6.85565 1.81789
H 1.28853 8.38275 1.59926
H -0.92903 7.47503 0.97489
H -1.21811 5.06093 0.60921
O -0.73683 0.07064 3.49507
S 0.19359 -1.01061 3.03197
C -0.31468 -2.51345 3.93215
C 0.73110 -2.78416 5.01739
C 1.40835 -1.45008 5.33179
C 1.72438 -0.85469 3.96819
H -0.45245 -3.34012 3.23665
H -1.28168 -2.20147 4.32718
H 1.47315 -3.49120 4.64257
H 0.26622 -3.23218 5.89407
H 2.30594 -1.57684 5.93464
H 0.73042 -0.78645 5.87067
H 2.49903 -1.41745 3.44122
H 1.96671 0.20745 3.95235
```

Computed properties:
**HOMO-LUMO gap (spin up / spin down)**: 6.97 / 5.76 eV
**Molar mass**: 487.9 g mol⁻¹
**<S²>**: 2.075
**2S+1**: 3
**DFT total energy**: -1673.81458 a.u.
**LUMO level (spin up / spin down)**: -0.1421 / -0.2035 hartree
**Relative energy (zero: lowest compared OMol25 entry of this formula, charge and spin)**: 3.5 kcal/mol
**Charge**: +1

---

2 unconnected molecules or ions with the total composition C11H18O in a non-equilibrium geometry. Source: the OMol25 dataset; level of theory: ωB97M-V with the def2-TZVPD basis set.

Structure (XYZ):
```
30
Properties=species:S:1:pos:R:3
C -1.66333 -2.10944 -2.14212
C -0.57542 -1.91912 -1.10230
C 0.73621 -1.75336 -1.51196
C 1.74069 -1.56203 -0.56233
C 1.45783 -1.68395 0.77864
O 2.38472 -1.45544 1.76460
C 0.15791 -1.96616 1.18130
C -0.87980 -1.94713 0.26391
H -2.28152 -2.98688 -1.97160
H -1.21675 -2.33158 -3.10649
H -2.22459 -1.17982 -2.23782
H 0.89454 -1.77737 -2.58109
H 2.74497 -1.37417 -0.91301
H 3.22723 -1.32569 1.31388
H -0.03802 -2.28527 2.19370
H -1.88968 -2.05663 0.61055
C 0.79863 2.49115 -0.42124
C -0.25429 1.75369 0.42557
C 0.25324 1.63387 1.88012
C -1.63510 2.38541 0.33160
H 0.74424 2.26098 -1.48271
H 1.82869 2.40229 -0.08340
H 0.57542 3.56473 -0.34039
H -0.26472 0.73372 0.06447
H -0.07941 2.41769 2.56733
H 0.05990 0.65161 2.31214
H 1.33859 1.75770 1.91817
H -1.57964 3.46670 0.21857
H -2.13381 2.04643 -0.58091
H -2.22672 2.14807 1.21281
```

Computed properties:
**HOMO-LUMO gap**: 9.29 eV
**SMILES**: Cc1ccc(O)cc1.CC(C)C
**Molar mass**: 166.3 g mol⁻¹
**DFT total energy**: -505.16302 a.u.
**LUMO level**: 0.0302 hartree
**Relative energy (zero: lowest compared OMol25 entry of this formula, charge and spin)**: 11.1 kcal/mol

---

2 unconnected molecules or ions with the total composition C5H13IO2P. Source: the OMol25 dataset; level of theory: ωB97M-V with the def2-TZVPD basis set.

Structure (XYZ):
```
22
Properties=species:S:1:pos:R:3
C -4.43262 -1.31256 0.55718
O -3.14783 -0.74730 0.58285
C -2.51635 -0.79479 1.84434
P -0.68060 -0.64041 1.59577
I -0.57056 1.75427 1.22626
H -5.18623 -0.63034 0.97297
H -4.46346 -2.25162 1.12370
H -4.68164 -1.52089 -0.48298
H -2.66217 -1.78697 2.30513
H -2.93570 -0.04169 2.52137
H -0.48815 -0.55599 2.99924
C 2.11632 0.19916 -2.22600
C 2.49066 0.84387 -0.86882
C 3.96138 1.32015 -0.95518
O 2.27390 0.01971 0.16656
H 2.72898 -0.69738 -2.37022
H 1.06642 -0.10310 -2.19962
H 2.26475 0.87333 -3.08133
H 1.88068 1.79518 -0.82594
H 4.60782 0.44364 -1.07207
H 4.23009 1.82281 -0.02288
H 4.14433 2.01092 -1.79032
```

Computed properties:
**HOMO-LUMO gap**: 5.38 eV
**Molar mass**: 263.0 g mol⁻¹
**DFT total energy**: -987.80050 a.u.
**LUMO level**: 0.1053 hartree
**Charge**: -1

---

A gas-phase ion, C2H2NO3S (charge -1) in a non-equilibrium geometry. Source: the OMol25 dataset; level of theory: ωB97M-V with the def2-TZVPD basis set.

Structure (XYZ):
```
9
Properties=species:S:1:pos:R:3
O -0.12826 -1.83429 -0.20470
C -1.00249 -1.05815 -0.03514
O -2.28401 -1.19395 -0.05457
C -0.60882 0.46352 -0.02247
S -1.55198 1.80960 -0.09625
N 0.97048 0.82723 -0.29619
O 1.82912 0.05022 0.56089
H 1.12213 1.83429 -0.17521
H 1.65383 -0.89848 0.32365
```

Computed properties:
**HOMO-LUMO gap**: 7.92 eV
**SMILES**: O=C([O-])C(=S)NO
**Molar mass**: 120.1 g mol⁻¹
**DFT total energy**: -756.05355 a.u.
**LUMO level**: 0.1278 hartree
**Relative energy (zero: lowest compared OMol25 entry of this formula, charge and spin)**: 54.2 kcal/mol
**Charge**: -1

---

2 unconnected molecules or ions with the total composition C5H7ClN2S in a non-equilibrium geometry. Source: the OMol25 dataset; level of theory: ωB97M-V with the def2-TZVPD basis set.

Structure (XYZ):
```
16
Properties=species:S:1:pos:R:3
C -1.58516 0.91397 0.42563
C -2.26194 0.16077 -0.46990
C -1.82944 -0.63413 -1.64624
C 1.81412 1.69920 1.41550
C 1.33462 1.05059 0.11410
N -2.34331 1.64696 1.21186
N -3.58212 1.58931 0.98228
S -3.97089 0.57430 -0.29660
Cl 1.57661 2.07931 -1.24298
H -0.83078 -0.89488 -1.68062
H -2.44197 -1.64924 -1.68757
H -1.97962 -0.05297 -2.46078
H 1.63600 1.13595 2.36975
H 1.13346 2.52357 1.75097
H 2.98720 1.84105 1.29635
H 1.02006 0.06098 0.11447
```

Computed properties:
**HOMO-LUMO gap (spin up / spin down)**: 9.61 / 6.97 eV
**Molar mass**: 162.6 g mol⁻¹
**DFT total energy**: -1162.39051 a.u.
**LUMO level (spin up / spin down)**: -0.0013 / -0.0485 hartree
**Relative energy (zero: lowest compared OMol25 entry of this formula, charge and spin)**: 101.0 kcal/mol

---

A single C4H10N2O molecule in a non-equilibrium geometry. Source: the OMol25 dataset; level of theory: ωB97M-V with the def2-TZVPD basis set.

Structure (XYZ):
```
17
Properties=species:S:1:pos:R:3
C 1.40163 -1.83501 1.95357
N 0.64203 -1.54253 0.96537
N 0.49191 -0.25075 0.52369
C -0.86486 0.21307 0.57654
C -1.37792 0.67772 -0.84910
C -0.10944 1.21090 -1.59669
O 0.60369 0.27727 -2.33563
H 1.71002 -2.85926 2.09528
H 1.83527 -1.05310 2.63502
H 1.22712 0.37159 0.90222
H -1.53879 -0.61507 0.85375
H -1.03382 0.96841 1.32416
H -2.07654 1.38333 -0.67537
H -1.86946 -0.14028 -1.38772
H 0.54390 1.80918 -0.92414
H -0.37065 1.84975 -2.35283
H 0.78591 -0.46520 -1.70812
```

Computed properties:
**HOMO-LUMO gap**: 9.78 eV
**SMILES**: C=NNCCCO
**Molar mass**: 102.1 g mol⁻¹
**DFT total energy**: -343.06447 a.u.
**LUMO level**: 0.0359 hartree
**Relative energy (zero: lowest compared OMol25 entry of this formula, charge and spin)**: 86.0 kcal/mol